# C48H50AsIrN5O

C48H50AsIrN5O as an isolated structure at a distorted geometry (the ωB97M-V functional and the def2-TZVPD basis, the Open Molecules 2025 dataset).

```
106
Properties=species:S:1:pos:R:3:forces:R:3
Ir -0.0943 -0.2644 -0.4523 0.280 0.378 -0.110
As -0.2196 -0.2803 -3.1514 -0.125 -0.240 -0.889
O -2.6605 -0.5446 -0.5569 0.096 0.160 -0.096
N 0.2631 -1.1874 1.5667 0.687 -0.217 -0.465
N -0.6138 -2.7985 -0.6425 -0.139 0.033 -0.195
N 0.3235 1.8626 -0.8083 -0.497 -0.257 0.386
N 2.1412 -0.4364 -0.0283 -0.359 -0.743 0.188
N 1.1180 1.6059 1.8676 -0.558 0.155 -0.899
C 1.3821 -1.8596 1.7061 -0.863 0.551 -0.327
C 0.8352 2.8354 -5.6382 0.003 -0.027 0.104
C 4.3598 -3.0199 1.4297 0.075 0.165 -0.070
C -0.3717 2.2864 0.2346 0.370 -0.008 -0.156
C -3.6811 -2.7579 -0.1904 0.312 0.320 0.137
C -1.7670 2.4087 0.0912 -0.452 -0.082 -0.056
C 1.7891 1.5207 3.1222 0.151 0.402 0.709
C -0.8833 -1.2521 2.4232 -0.631 -0.111 0.505
C -1.2651 3.5385 -4.6954 -0.051 0.016 0.068
C -1.2454 -3.7146 0.0965 0.193 -0.488 0.237
C -0.3251 1.4275 -4.0578 0.213 0.248 0.011
C 0.0682 3.7740 2.2398 -0.310 0.476 0.231
C -1.0504 -0.0015 3.3040 0.120 -0.270 -0.081
C 2.1491 -1.7323 -4.2896 -0.095 -0.077 0.161
C -3.2819 -2.9063 -5.5752 -0.081 -0.024 0.057
C 0.6558 -5.2018 -0.0295 0.022 0.234 -0.073
C 1.7173 0.5395 -4.9981 0.093 -0.553 0.106
C 0.0340 0.1451 4.3841 -0.092 0.258 -0.046
C 0.7698 1.6495 -4.9124 -0.500 0.198 0.196
C -3.1946 -3.0188 -4.1990 -0.057 -0.075 -0.004
C 1.6356 2.3809 -1.0590 0.904 0.228 -0.305
C 3.1342 0.3158 -0.7505 0.447 0.315 -0.507
C -2.2825 -2.2453 -3.5049 0.235 0.140 0.212
C 0.8262 1.4488 4.3175 0.088 -0.277 -0.057
C 0.3312 2.5502 1.5256 0.382 -0.308 0.145
C -2.4065 3.8873 1.9839 -0.370 -0.130 -0.124
C -2.6780 3.0166 0.9381 0.085 0.011 0.024
C 3.6311 -0.6434 -5.8322 0.079 0.003 0.026
C -1.4743 -1.3526 -4.1858 0.083 0.173 0.284
C -2.4602 -2.0231 -6.2577 0.067 0.078 -0.072
C 2.5355 -3.8084 2.9096 -0.444 0.200 0.020
C 2.4739 -1.4056 0.8020 -0.102 0.632 -0.517
C -0.6106 -4.9165 0.4349 0.104 0.059 -0.082
C -1.3331 2.3681 -3.9528 -0.074 -0.036 0.186
C 1.3772 -0.5869 -4.2247 0.283 0.194 -0.028
C 0.5808 -3.1166 -1.1562 0.202 -0.207 -0.159
C -2.6584 -3.5713 0.6055 -0.223 0.153 -0.090
C -3.7260 -1.2592 0.0791 -0.488 -0.409 0.126
C 2.5699 1.3704 -1.7011 -0.307 -0.196 0.382
C -1.1541 4.3430 2.4352 0.706 0.004 0.244
C 3.2810 -1.7598 -5.0907 0.001 -0.029 0.032
C -1.5550 -1.2360 -5.5680 0.173 0.082 -0.009
C 3.8047 -1.9067 0.8354 0.338 -0.025 0.012
C 2.8532 0.5005 -5.7987 -0.180 0.018 0.132
C 1.2564 -4.2884 -0.8865 -0.047 0.014 0.045
C 3.7943 -3.9120 2.3278 0.187 0.017 -0.086
C -0.1794 3.7721 -5.5271 0.014 -0.015 0.021
C 1.5232 -2.9130 2.6569 0.097 -0.447 0.638
H -0.1275 4.6884 -6.0979 0.002 0.025 -0.018
H -2.6352 -3.2152 1.6381 -0.037 -0.041 0.059
H 1.8576 -2.6180 -3.7412 0.052 -0.089 0.024
H 0.9316 4.2232 2.7139 0.028 0.095 0.107
H -2.5259 -1.9496 -7.3318 -0.007 0.029 -0.116
H 3.8904 -2.6492 -5.1335 0.026 -0.102 -0.045
H 1.1617 -6.1134 0.2511 -0.014 -0.115 -0.018
H 2.2211 -4.4814 -1.3282 0.099 0.016 -0.070
H 0.1384 2.2949 4.2785 0.029 0.041 0.110
H -3.9947 -3.5048 -6.1181 -0.085 -0.096 -0.092
H -2.9637 0.3627 -0.6580 0.015 -0.037 -0.013
H -0.4297 0.0893 5.3702 0.038 -0.123 -0.023
H -3.7234 2.8899 0.6824 -0.012 0.101 -0.048
H -2.1794 2.1867 -3.2989 -0.038 0.044 -0.056
H -4.6648 -3.1411 0.0895 -0.004 0.048 -0.042
H -3.2612 4.3497 2.4546 -0.123 0.028 0.010
H 3.4192 1.9055 -2.1293 -0.042 -0.053 -0.078
H 3.1289 1.3557 -6.3968 0.020 0.066 -0.070
H 0.7409 -0.6829 4.3149 0.069 -0.141 0.083
H 0.6542 -3.0804 3.2796 0.003 0.076 -0.079
H 5.3933 -3.2116 1.1721 0.043 0.021 -0.047
H 2.0409 0.8698 -2.5117 0.257 0.157 0.013
H 2.3274 -4.5444 3.6759 -0.127 -0.014 0.006
H -3.7070 -1.0687 1.1601 -0.053 -0.013 -0.063
H 4.4103 -4.7398 2.6495 0.062 -0.020 0.038
H -4.6806 -0.8884 -0.3065 0.114 0.085 0.011
H -2.1161 2.0606 -0.8760 -0.096 -0.028 0.040
H -3.8352 -3.7057 -3.6695 -0.100 -0.143 0.058
H -2.1540 -2.3134 -2.4333 -0.177 -0.064 -0.101
H 4.4980 -1.3561 0.2165 -0.006 -0.017 -0.044
H 4.5153 -0.6672 -6.4464 0.138 -0.010 -0.120
H 1.0103 -2.3743 -1.8247 0.077 -0.167 0.152
H -1.1770 5.2131 3.0800 -0.010 0.017 0.010
H 1.6723 3.0385 -6.2900 0.047 -0.048 -0.074
H -3.0514 -4.5885 0.6535 0.078 0.017 0.103
H -3.5635 -2.9332 -1.2577 -0.112 -0.022 -0.019
H -1.7474 -1.2943 1.7620 0.021 -0.101 0.082
H 2.0981 2.7992 -0.1574 -0.100 0.036 -0.110
H 1.4151 1.5388 5.2308 0.034 0.094 -0.011
H -0.9067 -2.1363 3.0683 -0.036 0.033 -0.092
H 2.3996 0.6131 3.0944 0.100 0.090 0.105
H -1.1303 -5.6303 1.0544 -0.098 -0.074 0.059
H 1.4911 3.2042 -1.7748 0.020 -0.058 0.122
H -2.0546 4.2721 -4.6246 -0.065 0.023 0.004
H 2.4579 2.3794 3.2702 0.052 -0.062 -0.070
H -2.0330 -0.0794 3.7714 -0.042 -0.009 -0.030
H -1.0736 0.8690 2.6528 -0.133 -0.009 0.058
H -0.9059 -0.5515 -6.1044 -0.067 -0.001 0.011
H 3.7824 0.8154 -0.0177 0.078 -0.136 -0.080
H 3.7516 -0.3403 -1.3816 0.034 -0.010 0.240
```
Positions in Å, forces in eV/Å.

Its gap between HOMO and LUMO (spin up / spin down) is 7.001 / 5.387 eV. The spin multiplicity is 6. Its charge is +2. Its largest force on an atom is 0.021 Eh/bohr.

# C48H50F18N2O16

A 6-piece molecular cluster, C48H50F18N2O16 overall (the ωB97M-V functional and the def2-TZVPD basis, the Open Molecules 2025 dataset).

```
134
Properties=species:S:1:pos:R:3:forces:R:3
F -2.9311 -4.9805 -0.2672 0.004 0.039 -0.037
F 6.7571 10.4064 -0.6452 -0.020 0.027 -0.049
F -1.9169 -6.6768 0.6147 0.033 0.002 -0.022
F 3.8187 3.8230 3.8075 -0.437 0.154 -0.030
F 2.4357 -4.9484 8.9814 -0.018 -0.033 0.048
F -9.2226 -4.5487 -0.5791 0.039 0.034 -0.034
F -2.8264 -0.3751 -8.5893 -0.048 -0.027 -0.029
F -10.8786 -3.6168 0.4644 0.008 0.035 0.005
F 3.2130 -5.6664 7.0932 0.010 -0.053 0.007
F 2.5128 5.5248 4.1328 0.007 -0.393 -0.136
F -2.8306 -5.1906 1.8893 0.050 0.024 0.007
F 4.9260 9.6123 0.2035 -0.051 0.030 -0.013
F -0.8307 -1.1888 -8.3854 -0.002 -0.051 -0.017
F -1.2326 0.3167 -9.8857 -0.003 -0.033 -0.043
F 1.6992 3.5072 4.2187 0.233 0.137 -0.066
F 1.1397 -5.0718 7.2478 -0.025 -0.051 0.002
F 6.0914 8.4164 -1.1734 -0.027 -0.005 -0.053
F -9.2626 -4.5188 1.5858 -0.008 0.110 0.014
O 5.0246 3.5003 -3.4435 -0.052 0.002 -0.083
O 7.2909 9.6569 1.8455 -0.061 0.004 -0.061
O -0.6519 0.7742 -6.5674 0.018 -0.162 0.115
O -11.7129 -5.9907 -0.3881 0.054 0.042 0.004
O -10.3862 -6.9048 1.1954 0.046 -0.048 0.037
O 2.2535 4.2940 2.2715 0.080 -0.078 0.322
O 0.5220 3.9792 0.1455 0.037 -0.003 0.061
O 2.3980 2.4514 -3.8111 0.071 -0.058 0.136
O -3.7654 -2.0187 1.3147 0.119 0.102 0.087
O -4.3456 -7.7773 0.2842 0.017 -0.065 -0.009
O 7.1370 7.5252 1.1185 -0.029 -0.101 -0.007
O -1.6127 2.1839 -8.0397 -0.059 -0.079 -0.017
O 1.7944 -2.5274 7.5687 0.011 -0.069 0.038
O 3.5602 -2.5805 -1.1401 -0.050 -0.058 0.047
O 3.8621 -3.0742 6.8410 0.061 -0.010 -0.031
O -5.2666 -5.8947 1.1288 0.062 0.016 -0.050
N 2.1475 0.6902 2.8666 -0.146 -0.048 0.046
N 3.5157 -1.1121 -5.8728 -0.105 -0.030 0.004
C 0.8913 0.8156 2.8099 -0.079 0.097 -0.200
C -6.5859 -6.4893 1.1157 -0.279 -0.161 -0.024
C -12.4551 -7.2238 -0.5286 -0.208 -0.270 -0.089
C 1.8446 1.3795 -1.7495 0.029 0.022 0.078
C 3.4060 4.7998 0.1713 0.043 -0.089 -0.066
C 7.9935 9.2369 3.0382 0.164 -0.043 0.318
C 2.5669 4.2868 3.5791 0.098 0.131 -0.069
C 2.9036 5.3157 1.4912 0.118 0.189 -0.077
C 0.1103 1.4032 1.6474 0.120 -0.040 0.157
C 1.5959 -0.7160 -4.4986 -0.097 0.095 0.079
C 4.6177 5.3039 -0.2928 -0.153 -0.073 0.097
C 1.7848 -0.7938 5.8516 -0.056 -0.288 -0.062
C 9.4671 9.0438 2.7619 -0.013 0.010 -0.190
C 2.1946 -1.0574 -5.7023 0.079 0.053 0.288
C 2.3855 -0.3907 -3.4011 0.163 -0.126 -0.332
C 1.7745 0.0398 -2.1122 -0.057 -0.044 0.010
C 2.3822 -4.7949 7.6513 0.036 0.059 -0.061
C 6.9436 8.7007 1.0070 0.017 0.082 0.059
C 5.1608 4.8942 -1.4926 0.040 0.049 -0.080
C -1.5554 -1.8218 0.2330 0.356 0.386 -0.021
C 1.4214 3.2839 -0.2666 -0.067 0.054 -0.048
C -1.3929 3.2956 -7.1405 0.028 0.317 0.169
C 1.1419 -0.8675 -1.2445 0.047 -0.008 -0.145
C 2.0330 -1.1270 7.3045 0.003 0.445 -0.013
C -4.2795 -6.6581 0.6964 -0.081 0.052 0.023
C 2.2721 -3.0885 -0.8056 0.145 0.132 -0.043
C 2.5140 2.4112 -2.6100 -0.060 0.080 -0.183
C -1.5199 -0.0837 -8.6461 0.055 0.042 0.062
C 2.7572 3.8583 -0.6217 -0.018 0.092 0.117
C 3.7635 -0.4444 -3.5765 -0.207 -0.018 -0.065
C 1.2864 1.8221 -0.5482 0.054 -0.048 0.087
C -2.9579 -5.8638 0.7473 0.003 -0.072 0.044
C -1.1900 1.0088 -7.6075 0.016 0.176 -0.059
C 0.0226 3.8161 -7.2488 0.075 -0.157 -0.109
C -6.8154 -7.3425 2.3413 0.176 -0.008 0.072
C 6.1691 9.3030 -0.1851 0.062 -0.054 0.044
C -10.0181 -4.6325 0.4962 -0.042 -0.058 0.078
C -13.5202 -7.3423 0.5377 0.061 0.142 0.106
C 0.5584 -0.4127 -0.0572 0.028 0.054 0.214
C 2.7877 -3.3517 7.2820 -0.074 0.073 0.030
C -2.7543 -1.1105 0.8799 -0.300 -0.374 -0.347
C -0.1768 -1.4015 0.8136 -0.295 -0.253 0.002
C 3.2926 3.4292 -1.8355 0.116 -0.059 0.012
C 4.5063 3.9533 -2.2805 -0.059 0.088 0.015
C -10.7359 -5.9982 0.4988 -0.069 -0.010 -0.096
C 0.6437 0.9361 0.3134 -0.162 0.206 -0.169
C 1.1665 -2.3454 -1.5615 0.256 0.075 -0.225
C 4.2674 -0.8128 -4.8169 0.009 0.056 0.167
H -3.2023 -0.4254 0.1559 0.104 0.277 0.136
H 0.2031 -2.8247 -1.3915 -0.004 0.003 0.121
H 9.6305 8.2310 2.0552 -0.019 -0.035 0.043
H 0.4379 -2.2881 0.9562 -0.027 0.018 -0.004
H 4.4352 -0.1997 -2.7641 0.032 -0.033 -0.004
H -0.3512 -1.0084 1.8107 0.134 0.051 0.072
H 2.2045 6.1396 1.3496 -0.154 -0.091 0.041
H 7.8271 10.0395 3.7523 -0.039 0.058 -0.079
H 1.3981 -2.4666 -2.6174 -0.094 -0.081 -0.050
H 0.2508 4.0873 -8.2799 -0.030 0.056 0.011
H -6.1363 -8.1945 2.3593 -0.029 -0.018 -0.051
H 1.5683 -1.2890 -6.5545 0.059 -0.013 -0.099
H 5.7754 4.0455 -3.6993 0.071 -0.034 0.039
H 0.7765 -1.1001 5.5666 -0.021 0.058 0.030
H 7.5319 8.3299 3.4255 -0.027 -0.033 -0.101
H -6.7133 -7.0608 0.1968 0.122 -0.027 0.003
H -0.9504 1.1784 1.7564 -0.019 -0.069 -0.028
H -12.8944 -7.1691 -1.5216 0.028 0.100 -0.004
H 9.8989 9.9527 2.3431 0.006 0.021 0.059
H -4.2320 -2.3375 0.5374 -0.019 -0.088 0.008
H -2.1176 4.0457 -7.4488 -0.013 -0.056 -0.088
H 0.1961 2.4849 1.7349 -0.075 0.027 -0.041
H 3.7910 -1.8978 -0.5049 0.010 0.044 -0.016
H -1.6284 2.9856 -6.1235 0.028 -0.102 -0.019
H -6.6518 -6.7575 3.2467 -0.064 0.022 -0.006
H 2.5664 1.0217 1.9929 0.083 -0.057 -0.002
H 0.1403 4.6979 -6.6201 -0.015 0.010 0.013
H 0.5165 -0.6633 -4.4310 -0.004 -0.007 -0.032
H -1.6852 -2.8960 0.3393 -0.092 -0.029 0.094
H 0.2918 0.5140 3.6706 0.126 -0.005 0.117
H -14.1795 -6.4745 0.5161 -0.032 -0.028 -0.045
H 5.3411 -0.8682 -4.9540 0.023 0.001 -0.076
H -1.5466 -1.5913 -0.8335 -0.092 -0.173 -0.075
H 3.0458 -0.8684 7.6101 0.045 -0.123 -0.033
H 2.1329 -3.0392 0.2755 -0.053 -0.092 0.027
H 9.9876 8.8044 3.6883 -0.008 0.002 0.020
H 1.3381 -0.6004 7.9552 -0.054 -0.105 0.021
H 3.7606 5.6952 2.0455 0.012 0.033 0.024
H -7.2636 -5.6456 1.0918 0.045 0.116 0.039
H -7.8404 -7.7114 2.3419 -0.022 0.028 -0.013
H 0.7428 3.0662 -6.9231 -0.022 0.016 0.067
H -11.7625 -8.0637 -0.5040 0.067 0.053 0.068
H -2.4524 -0.5526 1.7637 -0.032 0.020 0.059
H 2.2664 -4.1349 -1.1083 -0.040 -0.041 0.044
H 2.4879 -1.3135 5.2029 0.054 0.071 0.002
H 6.1143 5.3021 -1.8059 0.025 -0.020 -0.067
H 5.1536 6.0270 0.3062 0.126 0.021 0.034
H -14.1159 -8.2380 0.3662 -0.001 -0.012 -0.018
H 1.8926 0.2748 5.6725 0.044 0.015 0.035
H -13.0757 -7.4088 1.5300 0.020 -0.051 -0.017
```
Positions in Å, forces in eV/Å.

Its gap between HOMO and LUMO is 8.584 eV. Its largest force on an atom is 0.012 Eh/bohr.